--- 1 ---
A cluster of 2 separate species, C5H7OP in total, computed with the ωB97M-V functional and the def2-TZVPD basis.

```
14
Properties=species:S:1:pos:R:3:mulliken_charge:R:1
C 1.7049 0.2413 -0.1519 -0.558
C 1.4917 1.5584 -0.1540 -0.411
C 0.4860 -0.4113 -0.1268 0.493
C -0.3832 0.5891 -0.0857 -0.041
C 0.2521 -1.8433 -0.0285 -1.076
O 0.1543 1.7658 -0.1116 -0.284
P -3.1905 0.5335 -0.1253 0.096
H 2.6120 -0.2179 0.0014 0.463
H 2.1818 2.4108 0.0296 0.348
H 0.9530 -2.3458 -0.7606 0.299
H 0.2323 -2.3241 1.0211 0.215
H -0.7355 -2.0063 -0.4552 0.331
H -2.8730 1.8645 -0.2525 0.048
H -2.8857 0.1854 1.2001 0.080
```

The spin multiplicity is 1. For the LUMO energy (spin up / spin down), the calculation gives -1.1885 / -1.1455 eV. The HOMO-LUMO gap (spin up / spin down) is 7.37 / 7.36 eV. As for the net charge: 0. The HOMO energy (spin up / spin down) comes out at -8.56 / -8.50 eV.

***

--- 2 ---
A cluster of 2 separate species, C5H7OP in total, computed with the ωB97M-V functional and the def2-TZVPD basis.

```
14
Properties=species:S:1:pos:R:3:mulliken_charge:R:1
C -1.2721 -1.4890 -0.3577 -0.705
C -1.8648 -0.4591 0.2028 0.518
C 0.1623 -1.0938 -0.6360 -0.602
C -1.2555 0.8423 0.3760 0.018
C 1.4517 1.4231 -0.0425 -0.724
O -2.6256 0.6033 0.5029 -0.338
P -0.0009 0.7757 -0.8982 0.051
H -1.6719 -2.4691 -0.5400 0.406
H 0.7813 -1.2159 0.2685 0.243
H 0.6162 -1.6317 -1.4673 0.425
H 0.5178 0.1186 2.1385 0.062
H 1.4569 2.5119 -0.0415 0.315
H 2.3655 1.0573 -0.5060 0.295
H 1.3391 1.0264 1.0007 0.035
```

The spin multiplicity is 1. For the LUMO energy (spin up / spin down), the calculation gives -0.7474 / -0.5702 eV. The HOMO-LUMO gap (spin up / spin down) is 7.09 / 8.62 eV. As for the net charge: 0. The HOMO energy (spin up / spin down) comes out at -7.84 / -9.19 eV.

***

In terms of stability, 1 leads; the second structure lies 337.6 kJ/mol higher.

***

--- 1 ---
An isolated molecule of C5H7OP, computed with the ωB97M-V functional and the def2-TZVPD basis.

```
14
Properties=species:S:1:pos:R:3:mulliken_charge:R:1
O 1.9325 -1.3728 -1.2306 -0.499
C 1.5511 -0.0773 -1.1171 -0.100
C 0.4056 0.0630 -0.2752 0.108
P -0.1579 -1.2550 0.7679 -0.158
C -1.5233 -0.2991 1.3915 -0.250
C -1.7174 0.8606 0.6783 -0.479
C -0.6764 1.1695 -0.2382 -0.663
H 1.1297 -1.8806 -1.3145 0.291
H 2.3266 0.3805 -0.6291 0.269
H 1.1786 0.3897 -2.0959 0.239
H 0.7488 -0.8322 1.7256 0.049
H -2.2120 -0.6407 2.2221 0.326
H -2.4444 1.5593 1.0151 0.375
H -0.5416 1.9351 -0.8999 0.490
```

The spin multiplicity is 1. As for the SMILES: OCC1=[PH]=CC=C1. For the LUMO energy, the calculation gives 0.2532 eV. The HOMO-LUMO gap is 8.46 eV. As for the net charge: 0. The HOMO energy comes out at -8.21 eV.

***

--- 2 ---
An isolated molecule of C5H7OP, computed with the ωB97M-V functional and the def2-TZVPD basis.

```
14
Properties=species:S:1:pos:R:3:mulliken_charge:R:1
C -1.5908 1.6318 0.9699 -0.052
C -0.8849 0.8741 0.2260 0.031
C 2.1436 -0.7542 -0.4581 -0.902
C 0.6392 -1.0464 -0.4096 -0.491
C -0.2988 0.1106 -0.6319 -0.233
O -2.8169 1.4031 1.4553 -0.232
P -3.9312 0.2730 1.5992 -0.057
H -1.2561 2.6896 1.1520 0.261
H 2.4534 0.1223 0.2614 0.256
H 2.3000 -0.5032 -1.5836 0.260
H 2.6755 -1.6983 -0.0896 0.283
H 0.4001 -1.5887 0.5080 0.383
H 0.6903 -1.7599 -1.2283 0.273
H -0.5235 0.2462 -1.7707 0.220
```

The spin multiplicity is 1. For the LUMO energy (spin up / spin down), the calculation gives -0.6961 / -0.6506 eV. The HOMO-LUMO gap (spin up / spin down) is 6.95 / 6.91 eV. As for the net charge: 0. The HOMO energy (spin up / spin down) comes out at -7.64 / -7.56 eV.

***

In terms of stability, 1 leads; the second structure lies 186.9 kJ/mol higher.